# C26H66N4O14S

A cluster of 11 separate species, C26H66N4O14S in total (ωB97M-V/def2-TZVPD, the Open Molecules 2025 dataset).

Last columns: bonded neighbours and bond lengths (Å).
Element x y z (Å)
1 O -0.18175 2.43395 -0.79358  C2 1.257
2 C 0.01204 3.50033 -0.15598  O1 1.257, N3 1.341
3 N 0.26854 4.32675 0.86793  C2 1.341, O4 1.371
4 O 1.34072 5.12892 0.57528  N3 1.371, C5 1.439
5 C 2.60131 4.49490 0.85864  O4 1.439, O6 1.283, N7 1.466
6 O 3.38521 4.31820 -0.14115  C5 1.283
7 N 3.05988 3.98781 2.15525  C5 1.466, C8 1.499, H16 1.046
8 C 2.36791 4.60901 3.33060  N7 1.499, C9 1.639, H17 1.146, H18 1.165
9 C 1.67218 3.47108 4.28267  C8 1.639, S10 1.853, H19 1.165, H20 1.155
10 S 0.53631 2.33971 3.35370  C9 1.853, C11 1.835
11 C 1.45443 1.08972 2.37224  S10 1.835, N12 1.446, O15 1.454
12 N 1.99934 1.12047 1.03361  C11 1.446, N13 1.374
13 N 2.58907 -0.05495 0.63431  N12 1.374, C14 1.469
14 C 2.40901 -0.91942 1.80792  N13 1.469, O15 1.422, H21 1.153
15 O 1.73500 -0.24866 2.86504  C11 1.454, C14 1.422
16 H 4.05744 4.29779 2.21797  N7 1.046
17 H 1.65984 5.47619 3.08753  C8 1.146
18 H 3.20513 5.06664 3.99985  C8 1.165
19 H 1.02291 4.06814 5.04427  C9 1.165
20 H 2.48712 2.92608 4.89318  C9 1.155
21 H 2.83517 -1.99061 1.77159  C14 1.153
22 C 2.76377 2.12479 -3.33045  C23 1.515, H25 1.094, H26 1.093, H27 1.094
23 C 1.93036 3.22037 -3.96437  C22 1.515, O24 1.424, H28 1.092, H29 1.095
24 O 0.54753 2.88995 -3.88880  C23 1.424, H30 0.967
25 H 2.58862 1.16957 -3.83373  C22 1.094
26 H 3.82864 2.36301 -3.38620  C22 1.093
27 H 2.48847 1.98710 -2.28046  C22 1.094
28 H 2.19268 3.33985 -5.01792  C23 1.092
29 H 2.09155 4.17713 -3.45775  C23 1.095
30 H 0.32160 2.79470 -2.95296  O24 0.967
31 C 1.64417 -3.22359 -2.59732  C32 1.514, H34 1.094, H35 1.093, H36 1.094
32 C 2.49359 -3.64427 -1.41616  C31 1.514, O33 1.423, H37 1.093, H38 1.094
33 O 1.89750 -3.19619 -0.20397  C32 1.423, H39 0.968
34 H 1.53505 -2.13581 -2.62352  C31 1.094
35 H 2.09078 -3.55607 -3.53747  C31 1.093
36 H 0.63691 -3.64299 -2.51828  C31 1.094
37 H 3.49144 -3.20510 -1.48767  C32 1.093
38 H 2.59771 -4.73220 -1.37520  C32 1.094
39 H 1.01844 -3.59717 -0.14499  O33 0.968
40 C 2.76958 -8.64320 0.00237  C41 1.516, H43 1.093, H44 1.093, H45 1.094
41 C 2.66478 -7.33131 -0.74950  C40 1.516, O42 1.422, H46 1.092, H47 1.095
42 O 2.47639 -7.57624 -2.13728  C41 1.422, H48 0.967
43 H 3.60339 -9.23863 -0.37955  C40 1.093
44 H 2.91991 -8.46993 1.07088  C40 1.093
45 H 1.86298 -9.24048 -0.13326  C40 1.094
46 H 3.58037 -6.74777 -0.62944  C41 1.092
47 H 1.82419 -6.73458 -0.38080  C41 1.095
48 H 1.65971 -8.08514 -2.23573  O42 0.967
49 C 7.18368 1.82455 0.91644  C50 1.515, H52 1.094, H53 1.093, H54 1.094
50 C 5.92952 2.49556 1.43892  C49 1.515, O51 1.425, H55 1.092, H56 1.094
51 O 6.12823 2.92980 2.78205  C50 1.425, H57 0.968
52 H 7.44892 0.96719 1.54131  C49 1.094
53 H 7.04336 1.48203 -0.11152  C49 1.093
54 H 8.03259 2.51452 0.94492  C49 1.094
55 H 5.08966 1.79717 1.42914  C50 1.092
56 H 5.66465 3.36205 0.82551  C50 1.094
57 H 6.86725 3.55433 2.78053  O51 0.968
58 C -2.02033 0.79841 -5.93997  C59 1.516, H61 1.093, H62 1.093, H63 1.094
59 C -1.73140 -0.30089 -4.93714  C58 1.516, O60 1.422, H64 1.093, H65 1.095
60 O -0.33493 -0.37733 -4.68277  C59 1.422, H66 0.969
61 H -1.48847 0.61220 -6.87700  C58 1.093
62 H -3.09108 0.86469 -6.14904  C58 1.093
63 H -1.67454 1.76590 -5.56418  C58 1.094
64 H -2.05819 -1.26852 -5.32541  C59 1.093
65 H -2.25151 -0.11450 -3.99169  C59 1.095
66 H -0.05501 0.48048 -4.33091  O60 0.969
67 C -3.62598 -3.58470 -1.72476  C68 1.516, H70 1.094, H71 1.093, H72 1.094
68 C -2.36239 -3.99474 -2.45473  C67 1.516, O69 1.423, H73 1.092, H74 1.095
69 O -1.77125 -5.12001 -1.81459  C68 1.423, H75 0.967
70 H -3.40442 -3.33771 -0.68271  C67 1.094
71 H -4.08859 -2.71735 -2.20230  C67 1.093
72 H -4.34875 -4.40594 -1.71061  C67 1.094
73 H -1.63482 -3.17993 -2.44750  C68 1.092
74 H -2.57820 -4.25547 -3.49570  C68 1.095
75 H -2.41780 -5.83916 -1.83286  O69 0.967
76 C -2.12727 -2.99228 2.75063  C77 1.515, H79 1.094, H80 1.093, H81 1.094
77 C -3.42044 -2.26509 2.44174  C76 1.515, O78 1.421, H82 1.093, H83 1.094
78 O -4.51607 -3.16730 2.51251  C77 1.421, H84 0.968
79 H -1.97066 -3.81327 2.04482  C76 1.094
80 H -1.27365 -2.31161 2.69552  C76 1.093
81 H -2.16158 -3.43393 3.75088  C76 1.094
82 H -3.39083 -1.84402 1.43381  C77 1.093
83 H -3.59072 -1.44964 3.15150  C77 1.094
84 H -4.53846 -3.52725 3.41117  O78 0.968
85 C -4.82648 1.87555 0.90143  C86 1.516, H88 1.093, H89 1.093, H90 1.094
86 C -4.48696 1.94801 2.37673  C85 1.516, O87 1.422, H91 1.092, H92 1.095
87 O -3.08931 1.76612 2.56426  C86 1.422, H93 0.968
88 H -4.52400 0.91071 0.48520  C85 1.093
89 H -5.89917 2.00857 0.74061  C85 1.093
90 H -4.28832 2.64683 0.34210  C85 1.094
91 H -5.00896 1.16272 2.92835  C86 1.092
92 H -4.77550 2.91630 2.79817  C86 1.095
93 H -2.63597 2.47011 2.07950  O87 0.968
94 C -1.04349 6.51445 -3.64468  C95 1.516, H97 1.093, H98 1.093, H99 1.094
95 C -2.17893 5.80527 -4.35612  C94 1.516, O96 1.420, H100 1.092, H101 1.095
96 O -1.67442 4.72189 -5.12395  C95 1.420, H102 0.969
97 H -0.31234 6.88815 -4.36672  C94 1.093
98 H -1.41705 7.35465 -3.05357  C94 1.093
99 H -0.51236 5.82544 -2.98086  C94 1.094
100 H -2.69288 6.49057 -5.03419  C95 1.092
101 H -2.90921 5.41770 -3.63807  C95 1.095
102 H -1.22837 4.11510 -4.51442  O96 0.969
103 C -3.73720 -0.89978 7.19260  C104 1.515, H106 1.094, H107 1.093, H108 1.094
104 C -4.83848 -1.59584 6.41845  C103 1.515, O105 1.423, H109 1.092, H110 1.094
105 O -4.29160 -2.63566 5.61630  C104 1.423, H111 0.968
106 H -2.99365 -0.48071 6.50900  C103 1.094
107 H -4.14297 -0.09432 7.80957  C103 1.093
108 H -3.21165 -1.60835 7.83983  C103 1.094
109 H -5.34618 -0.88995 5.75738  C104 1.092
110 H -5.58043 -2.02841 7.09687  C104 1.094
111 H -3.85159 -3.26121 6.20888  O105 0.968

Computed properties:
* SMILES: O=C=NOC(=O)NCCSc1nnco1.CCO.CCO.CCO.CCO.CCO.CCO.CCO.CCO.CCO.CCO
* E_tot: -2700.45167 Ha
* highest occupied orbital energy: -9.281 eV
* F_max: 0.1563 Eh/bohr
* 2S+1: 1
* relative energy (zero: lowest compared OMol25 entry of this formula, charge and spin): 0.0 kcal/mol
* gap between HOMO and LUMO: 8.6332 eV